Entry from OMol25: a molecular structure, C4H8N2S at a distorted geometry (ωB97M-V with the def2-TZVPD basis set).

Each line ends with the natural charge from an NBO analysis.
Positions of all 15 atoms, in Å:
C1 -2.5691 -0.8526 -0.1839  -0.444
C2 -0.4546 0.1207 0.0913  0.286
C3 1.6633 1.4634 -0.2050  -0.418
C4 1.5012 -1.0693 0.3383  -0.036
H1 -2.7132 -1.2497 0.8405  0.211
H2 -2.9224 -1.4933 -1.0967  0.212
H3 -2.9191 0.2028 -0.3258  0.184
H4 -0.8127 1.2801 0.6732  0.142
H5 2.1462 1.9285 0.7118  0.221
H6 0.9874 2.2306 -0.4648  0.208
H7 2.4416 1.2367 -1.0518  0.261
H8 0.8033 -1.8046 1.0398  0.257
N1 -1.1718 -1.0046 -0.2852  -0.459
N2 0.8563 0.1805 0.1187  -0.490
S1 3.1637 -1.1691 -0.2003  -0.134

Atomic forces in eV per Å
-1.0 -0.8 -1.2
-5.8 -0.2 0.6
1.2 -1.6 0.3
1.9 1.0 0.2
-1.5 0.0 -0.7
-0.3 1.0 2.2
0.1 -0.9 0.4
-0.2 -3.5 -2.2
-0.1 -1.4 -0.9
-1.1 0.5 -0.9
-1.7 0.4 1.8
2.1 1.7 -2.3
5.3 6.0 1.2
4.6 -1.4 0.1
-3.4 -0.8 1.5

The value obtained for the electronic energy is -18089.1747 eV. As for the spin multiplicity: 1.